# 1
Entry from the OMol25 dataset: a cluster of 12 separate species, C5H36N3O11 in total (ωB97M-V with the def2-TZVPD basis set).

```
55
Properties=species:S:1:pos:R:3:nbo_charge:R:1
H -3.490 -1.976 -0.920 0.511
H -0.944 0.056 2.720 0.508
O -1.137 -0.765 -0.543 -1.020
H -0.249 3.988 -1.349 0.474
H -3.010 1.614 1.046 0.475
H -0.679 1.666 1.992 0.359
C 3.297 1.425 0.291 -0.213
H -1.560 3.475 -1.932 0.509
H -2.148 -1.271 -3.395 0.470
N 1.966 1.861 -0.333 -0.553
H 4.580 -1.949 -0.187 0.512
O -2.639 2.505 1.041 -0.978
H 1.761 0.351 3.157 0.230
H -2.130 2.710 0.246 0.502
O 1.789 -3.882 0.385 -0.963
H 2.952 -2.466 0.036 0.527
H 0.628 -0.713 -1.702 0.453
H 3.917 0.650 2.188 0.244
H 1.487 -3.476 1.210 0.474
H -3.098 -3.830 0.137 0.494
H 4.019 2.220 0.021 0.233
O -3.580 -1.393 -1.738 -1.002
C 3.071 1.246 1.747 -0.454
H 1.492 2.525 3.780 0.194
O 0.128 -4.249 -1.908 -0.965
H 2.244 -0.695 -1.010 0.444
H -2.373 -0.704 2.801 0.496
H -3.516 -2.012 -2.474 0.470
C 1.023 2.348 2.792 -0.225
O -1.272 -1.567 -3.660 -0.959
N -0.410 2.143 2.838 -0.847
O -3.173 -2.904 0.399 -0.935
H 0.980 -4.020 -0.140 0.508
C 1.152 1.033 -1.003 0.367
H -0.962 2.985 2.957 0.398
O -1.505 -0.658 2.385 -1.003
O 3.644 -1.897 -0.324 -1.036
H 1.547 3.183 2.271 0.156
H -1.843 -0.836 -1.211 0.489
H 0.118 1.408 -1.168 0.273
H -0.943 -0.892 -4.281 0.487
O -0.867 3.248 -1.302 -0.966
H 3.420 2.116 2.352 0.220
H 3.428 0.521 -0.296 0.217
N 1.415 -0.191 -1.337 -0.732
H -1.539 -0.727 0.344 0.502
H 1.682 2.827 -0.402 0.414
O -2.828 1.757 -2.031 -0.981
H 1.041 0.602 1.529 0.180
H -0.481 -3.922 -2.591 0.489
H -2.833 0.785 -2.001 0.491
C 1.663 1.047 2.322 -0.407
H -3.717 2.090 -1.870 0.490
H 0.739 -4.721 -2.495 0.484
H -2.259 -2.671 0.615 0.494
```

HOMO: -11.989 eV
frontier orbital gap: 9.5309 eV
net charge: +1

# 2
Entry from the OMol25 dataset: a cluster of 14 separate species, C5H36NO13 in total (ωB97M-V with the def2-TZVPD basis set).

```
55
Properties=species:S:1:pos:R:3:mulliken_spin:R:1
H 2.799 -3.126 1.721 0.002
C -0.704 -2.069 1.174 0.813
O 1.661 -0.318 -1.245 0.002
O -4.689 0.939 -0.486 0.001
H 2.922 -2.196 0.677 0.002
H -4.826 1.888 -0.594 0.000
C -0.711 0.328 0.996 -0.095
H 0.951 -3.538 -1.389 -0.003
H 3.849 0.492 2.721 0.000
N -0.167 -0.912 0.706 0.098
H 0.701 3.874 0.006 -0.002
O 2.383 -0.805 3.002 0.012
H -0.223 -3.019 1.027 0.027
O 0.881 -4.305 -1.973 0.004
H 0.100 0.937 4.830 -0.002
H -1.982 0.483 -3.123 0.001
H -0.666 2.832 2.007 0.005
H -1.058 -2.336 -3.164 0.004
H -3.839 -1.312 1.151 0.001
H -2.267 1.939 -3.508 -0.001
H -2.022 2.840 0.906 0.007
H 2.008 -1.696 3.074 0.002
H -0.693 4.935 0.524 0.000
H 4.859 0.989 -0.833 0.000
H 2.486 0.204 -1.119 0.000
C -0.927 2.819 0.949 -0.013
H -1.223 0.437 1.940 -0.009
H -3.859 -0.143 2.070 0.001
O -2.595 -0.705 -0.877 -0.011
O -0.544 -1.806 -2.540 -0.006
H 0.752 0.720 -4.292 0.000
O -1.955 1.385 -2.784 0.005
H 1.285 -0.098 -2.101 -0.004
O 1.195 0.013 -4.777 0.000
O 4.440 0.557 1.967 0.002
H 3.879 0.929 0.461 0.000
H -1.133 0.492 3.899 0.007
O 3.976 0.832 -0.501 -0.001
H 1.536 -0.429 2.694 0.002
H -1.650 -2.087 1.693 -0.021
H 0.742 -0.920 0.237 -0.029
C -0.458 1.481 0.379 0.143
O -3.509 -1.040 2.017 0.009
H -0.883 3.914 -0.849 -0.001
H -0.044 1.636 -0.602 0.024
O 2.209 -2.733 1.056 0.000
H -3.443 -0.571 -1.296 0.005
H 2.113 0.109 -4.493 0.000
H 0.384 -1.897 -2.780 0.001
H -1.983 -0.701 -1.621 0.001
H 4.452 -0.215 1.401 0.000
C -0.375 3.976 0.118 0.008
H 0.397 -4.930 -1.422 0.000
O -0.510 1.185 4.129 0.009
H -4.023 0.743 -1.162 0.002
```

spin multiplicity: 2
HOMO (alpha / beta): -4.955 / -7.584 eV
frontier orbital gap (alpha / beta): 4.9418 / 7.5662 eV

# 3
Entry from the OMol25 dataset: a cluster of 14 separate species, C5H36NO15 in total (ωB97M-V with the def2-TZVPD basis set).

```
57
Properties=species:S:1:pos:R:3:nbo_charge:R:1
H -0.141 0.748 -2.961 0.221
H 2.728 -0.256 3.053 0.503
H -1.880 0.249 3.378 0.489
H 0.472 3.885 0.668 0.500
H 1.200 2.556 3.864 0.498
H -4.335 -0.203 -2.332 0.484
H -0.985 -3.625 0.702 0.492
H -2.892 1.950 -0.186 0.238
H -1.469 -0.100 0.878 0.495
H 1.763 2.939 0.251 0.518
H 1.062 -2.914 -0.369 0.510
C -1.024 0.566 -2.350 -0.374
O 2.078 2.112 -3.161 -0.949
O 0.967 1.816 3.300 -0.987
N -1.859 0.032 -0.108 -0.589
H -3.107 -2.680 0.294 0.497
H 2.459 -2.262 1.412 0.503
H 1.166 -2.923 1.457 0.493
H 3.724 0.262 0.500 0.529
H -0.535 -3.421 3.065 0.493
O -1.131 0.220 2.727 -1.018
O 2.855 -0.456 2.069 -1.007
H 1.108 -3.146 -1.904 0.487
O -0.364 -2.777 2.382 -0.975
H -2.838 -0.340 -0.009 0.475
O 1.988 -3.003 0.966 -0.970
H 1.231 2.038 2.417 0.513
O 1.393 0.053 -1.345 -0.716
H -1.806 0.147 -2.956 0.225
O 1.021 3.066 0.855 -1.023
O 3.156 3.368 -0.915 -0.965
O 0.560 -2.707 -1.256 -1.019
O 0.682 -0.628 0.709 -0.695
H 4.441 -0.302 -0.793 0.511
H -4.273 -2.723 1.215 0.480
H 2.370 2.096 -4.068 0.486
C -0.906 -0.400 -1.140 -0.164
H -4.797 0.473 -1.062 0.478
C 0.488 -0.442 -0.474 0.873
H 3.582 2.478 -0.925 0.488
H -0.473 0.917 3.039 0.527
C -1.368 1.911 -1.717 -0.462
O 3.801 0.356 -0.473 -0.965
O -4.259 0.592 -1.818 -0.952
H 2.341 0.177 -0.920 0.519
H -2.032 2.575 -2.365 0.258
H -1.300 -3.767 -0.789 0.500
H 1.170 1.830 -3.173 0.471
H -0.420 2.462 -1.622 0.220
H -1.119 1.971 0.540 0.254
H -0.587 -1.936 2.753 0.511
O -3.977 -2.286 0.391 -0.993
C -1.827 1.618 -0.333 -0.226
H 2.866 3.377 -1.817 0.495
O -1.682 -3.719 0.088 -0.972
H 1.928 -0.405 1.789 0.502
H -1.213 -1.420 -1.421 0.281
```

HOMO: -13.769 eV
frontier orbital gap: 11.3653 eV
net charge: +1

# 4
Entry from the OMol25 dataset: a cluster of 13 separate species, C5H36O12 in total (ωB97M-V with the def2-TZVPD basis set).

```
53
Properties=species:S:1:pos:R:3:nbo_charge:R:1
O 3.793 0.253 0.887 -0.962
H -0.058 2.058 -4.021 0.471
O 0.792 -0.398 -3.811 -0.985
O 1.974 1.040 -0.979 -1.007
H 2.190 3.113 -0.268 0.477
H -1.678 -2.182 3.465 0.212
H -1.962 -0.367 1.098 0.201
H -1.591 -2.160 0.764 0.217
H -0.669 -0.315 4.438 0.203
H 3.580 2.934 0.180 0.457
O 3.021 3.604 -0.232 -0.935
H 1.473 2.026 -3.613 0.467
H -3.281 -3.321 0.320 0.471
H -1.250 2.163 0.063 0.485
H -2.953 -1.615 1.482 0.222
H -0.121 -1.792 2.593 0.194
H 0.744 -3.973 0.653 0.483
H -2.202 -0.168 -1.835 0.483
H -0.374 1.440 1.950 0.197
H -3.533 -0.836 -1.356 0.492
H 0.640 0.011 2.151 0.198
H 3.295 -1.812 -1.177 0.487
O -2.758 -0.946 -1.920 -0.960
O 2.744 -2.520 -1.531 -0.953
H -0.090 -1.533 -0.996 0.515
H -1.966 0.328 3.638 0.185
O -2.567 2.805 2.078 -0.948
C 0.992 1.496 3.620 -0.612
C -0.984 -0.101 3.404 -0.392
C -1.157 -1.498 2.800 -0.402
H 1.922 1.771 3.112 0.224
C 0.060 0.772 2.688 -0.417
O -1.924 1.643 -0.381 -0.965
H 1.979 -2.074 -1.914 0.468
H 1.250 0.380 -1.024 0.508
H 4.391 0.811 0.376 0.453
O 0.844 2.154 -4.317 -0.936
H 0.979 -3.741 -0.823 0.493
O 0.313 -3.617 -0.132 -0.971
H 0.699 2.522 3.887 0.197
H -2.928 -2.601 -1.039 0.493
H 0.132 -0.742 -4.411 0.481
H -0.940 -0.364 -0.825 0.514
C -1.876 -1.383 1.472 -0.658
O -3.641 -2.883 -0.453 -0.969
H 2.948 0.510 0.457 0.487
H -2.589 1.463 0.290 0.493
H -1.915 3.462 2.361 0.476
H 2.503 0.998 -1.781 0.488
H 0.478 -0.365 -2.894 0.482
H 1.179 0.960 4.547 0.211
O -0.128 -0.608 -1.295 -0.991
H -2.812 2.473 2.953 0.477
```

HOMO: -10.316 eV
frontier orbital gap: 10.2614 eV

# 5
Entry from the OMol25 dataset: a cluster of 13 separate species, C5H36O14 in total (ωB97M-V with the def2-TZVPD basis set).

```
55
Properties=species:S:1:pos:R:3:nbo_charge:R:1
O -3.174 -1.228 -2.877 -0.980
H 1.312 -2.136 0.993 0.484
H -4.147 -1.507 -2.803 0.496
C 2.493 2.994 -2.096 -0.074
H -1.453 2.224 0.016 0.506
H -3.083 -2.310 1.884 0.521
H 0.355 0.547 -2.414 0.186
O -1.590 1.611 -1.667 -0.946
O -0.831 -0.613 4.026 -0.976
H -3.155 -0.376 1.966 0.502
O -3.811 -1.930 2.460 -0.991
H -2.590 -1.367 -2.028 0.486
H 3.271 -1.097 -1.543 0.146
O -1.479 -4.137 -0.784 -0.924
H -1.337 4.815 2.229 0.462
O -2.426 0.155 1.802 -0.972
H -1.894 -0.003 2.547 0.496
H 0.933 2.474 4.324 0.486
H -1.352 -1.155 0.555 0.495
O 1.889 -2.447 -2.430 -0.727
C 2.798 -1.362 -2.572 -0.055
O 1.764 -3.623 2.968 -0.931
O 0.677 -1.412 0.662 -0.978
H -3.584 -2.032 3.417 0.476
H 1.749 4.149 -0.550 0.488
O -1.596 -2.041 0.821 -0.982
H -0.911 -4.729 -0.826 0.448
H 0.003 -0.132 4.000 0.506
H 3.073 0.428 -3.689 0.211
H 1.774 2.269 -4.026 0.214
O -1.468 2.475 0.955 -1.065
H 3.351 3.478 -2.556 0.181
H -0.969 3.383 2.256 0.499
H -2.009 1.664 1.455 0.506
H 1.543 0.858 -1.266 0.209
H 0.536 2.922 -3.016 0.233
H -0.850 1.870 -2.217 0.484
O -0.585 4.263 2.527 -0.991
H 3.435 -1.894 -3.230 0.196
H 1.166 -2.219 -1.922 0.460
H -2.280 -4.447 -1.234 0.487
H -1.042 -2.603 0.280 0.491
H 0.899 -0.561 1.006 0.494
O 1.327 1.596 4.099 -0.937
C 1.452 2.285 -2.914 -0.443
C 2.219 -0.089 -3.164 -0.439
H 1.722 1.667 4.919 0.458
H 1.598 -0.430 -4.029 0.216
H -1.734 0.619 -1.764 0.483
H 1.328 -3.459 3.781 0.472
C 1.400 0.866 -2.348 -0.416
O 1.875 4.136 -1.534 -0.756
H 1.154 -3.498 2.258 0.462
H -0.716 -1.421 4.527 0.475
H 2.970 2.511 -1.239 0.170
```

HOMO: -9.816 eV
frontier orbital gap: 9.5874 eV

| no. | M (g mol⁻¹) |
| --- | --- |
| 1 | 314.4 |
| 2 | 318.3 |
| 3 | 350.3 |
| 4 | 288.3 |
| 5 | 320.3 |